# 1
ORCA calculation (ωB97M-V/def2-TZVPD) on a structure of composition C23H22N7RhSSeSi at a distorted geometry.

The energy relative to the best compared isomer or geometry (same formula, charge and spin) is 43.7 kJ/mol. As for the LUMO energy (alpha / beta): -0.2762 / -0.3116 hartree. The calculation puts the HOMO-LUMO gap (alpha / beta) at 6.868 / 5.859 eV. The total energy is -121693.5702 eV. The calculation puts the molecular weight at 638.50 g mol⁻¹. The maximum force is 2.81 eV/Å. The calculation puts the HOMO energy (alpha / beta) at -14.38 / -14.34 eV.

Structure (ORCA input):
```
! RIJCOSX wB97M-V def2-TZVPD def2/J DEFGRID3
* xyz 2 1
Rh 0.0261 0.0120 -0.0993
C 4.1736 4.8729 -1.6300
Si 3.2333 4.4680 -0.0167
C 4.1664 4.8451 1.6040
C 1.5556 5.3780 -0.0108
C 3.1626 2.5344 -0.1009
C 4.3736 1.8439 -0.0022
C 4.4155 0.4609 -0.0072
C 3.2253 -0.2446 -0.1149
N 2.0587 0.3719 -0.2448
C 2.0329 1.7307 -0.2499
S 0.3717 2.2377 -0.4211
H 4.3443 5.9394 -1.7353
H 3.6135 4.5369 -2.4972
H 5.1393 4.3771 -1.6372
H 4.3330 5.9134 1.7088
H 5.1389 4.3621 1.6345
H 3.6073 4.5164 2.4757
H 1.7138 6.4536 0.0055
H 0.9777 5.1163 0.8708
H 0.9717 5.1450 -0.8956
H 5.2980 2.3940 0.0806
H 5.3494 -0.0725 0.0807
H 3.2377 -1.3247 -0.0822
Se -5.4181 -0.0013 5.3443
N -5.3940 0.0072 3.5428
C -4.1551 0.0108 3.1266
C -3.7646 0.0302 1.7472
C -4.6715 0.0172 0.6971
C -4.1990 0.0284 -0.6147
C -2.8301 0.0554 -0.8346
N -1.9396 0.0573 0.1497
C -2.3645 0.0511 1.4526
C -1.3993 0.0378 2.4802
N -0.0845 0.0340 2.1343
C 0.8614 0.0037 3.0518
C 0.5814 -0.0052 4.4127
C -0.7447 0.0033 4.8203
C -1.7600 0.0156 3.8697
C -3.1481 0.0041 4.1888
N -3.6349 -0.0045 5.4082
H -5.7274 -0.0002 0.9180
H -4.8825 0.0143 -1.4463
H -2.4293 0.0648 -1.8433
H 1.8829 -0.0156 2.6923
H 1.3863 -0.0208 5.1261
H -1.0127 -0.0034 5.8646
N 0.9788 -2.9536 -0.3869
C 0.6428 -4.2331 -0.1717
C -0.6974 -4.2501 0.1505
C -1.1022 -2.9192 0.0948
N -0.0739 -2.1347 -0.2344
H 1.8639 -2.6035 -0.7273
H 1.3465 -5.0352 -0.2613
H -1.2953 -5.1053 0.3792
H -2.0841 -2.5249 0.2630
*
```

---

# 2
ORCA calculation (ωB97M-V/def2-TZVPD) on a structure of composition C23H22NO at a distorted geometry.

The energy relative to the best compared isomer or geometry (same formula, charge and spin) is 228.7 kJ/mol. As for the LUMO energy: -0.1514 hartree. The calculation puts the HOMO-LUMO gap at 7.340 eV. The total energy is -27736.1939 eV. The calculation puts the molecular weight at 328.43 g mol⁻¹. The maximum force is 5.40 eV/Å. The calculation puts the HOMO energy at -11.46 eV.

Structure (ORCA input):
```
! RIJCOSX wB97M-V def2-TZVPD def2/J DEFGRID3
* xyz 1 1
C -0.1569 2.2946 2.9893
C 1.0012 1.8961 2.1519
C 1.9909 1.0483 2.6807
C 3.1104 0.7021 1.9302
C 3.2380 1.2356 0.6515
C 2.2509 2.0822 0.1175
C 2.4400 2.6791 -1.2280
C 1.1204 2.4117 0.8629
N 0.1532 3.2783 0.3502
C -0.7796 3.9127 -0.0634
H -0.8219 2.9721 2.4504
H -0.6970 1.4006 3.2976
H 0.2206 2.7783 3.8896
H 1.8507 0.6938 3.6916
H 3.8676 0.0377 2.3334
H 4.0999 1.0333 0.0320
H 1.6176 3.3464 -1.4913
H 3.3790 3.2310 -1.2246
H 2.5245 1.8798 -1.9622
C 0.1322 4.2010 -7.1604
O 0.1373 5.3577 -6.2802
C -0.6031 5.2861 -5.1452
C -0.5338 6.3798 -4.2501
C -1.1139 6.2908 -3.0364
C -1.7183 5.0752 -2.5474
C -2.1039 4.9748 -1.1066
C -3.5066 4.5848 -0.7762
C -4.1109 5.2088 0.3526
C -5.2358 4.6717 0.9545
C -5.8741 3.5476 0.4084
C -5.4270 3.0719 -0.8210
C -4.3146 3.6422 -1.4691
C -1.8998 4.0462 -3.5014
C -1.3663 4.1394 -4.7681
H 0.8581 4.4622 -7.9188
H 0.4279 3.2901 -6.6358
H -0.8593 4.0650 -7.5948
H 0.0358 7.2609 -4.5773
H -1.1522 7.1825 -2.3839
H -1.8971 5.9679 -0.6315
H -3.6919 6.1763 0.7136
H -5.6468 5.1527 1.8539
H -6.7263 3.0675 0.9147
H -5.9801 2.2606 -1.3468
H -4.1620 3.3843 -2.5163
H -2.5049 3.1370 -3.2999
H -1.4701 3.3018 -5.4883
*
```

---

# 3
ORCA calculation (ωB97M-V/def2-TZVPD) on a structure of composition C23H23BBiI2N2O3Se3Te.

The energy relative to the best compared isomer or geometry (same formula, charge and spin) is 40.6 kJ/mol. As for the LUMO energy: 0.0802 hartree. The calculation puts the HOMO-LUMO gap at 6.538 eV. The total energy is -259402.9949 eV. The calculation puts the molecular weight at 1213.53 g mol⁻¹. The maximum force is 0.96 eV/Å. The calculation puts the HOMO energy at -4.35 eV.

Structure (ORCA input):
```
! RIJCOSX wB97M-V def2-TZVPD def2/J DEFGRID3
* xyz -1 1
Bi 0.7569 -1.3592 1.4111
I 1.3603 -3.6647 -6.1983
C 0.7528 -3.2147 -4.2133
C -0.2344 -2.2671 -4.0173
C -0.6026 -1.9809 -2.7267
I -2.0763 -0.5183 -2.3366
C -0.0633 -2.6302 -1.5944
O -0.4818 -2.3346 -0.4240
C 0.9319 -3.6140 -1.8515
C 1.4919 -4.4034 -0.6988
N 2.4647 -3.6288 0.0650
C 3.1903 -4.4072 1.0479
C 2.3496 -4.8539 2.2207
C 2.7657 -5.9339 2.9998
C 2.0022 -6.3075 4.0923
C 0.8351 -5.6059 4.3580
C 0.4987 -4.5589 3.5169
N 1.2383 -4.1907 2.4866
C 1.3283 -3.8837 -3.1493
H -0.7021 -1.7663 -4.8522
H 1.9431 -5.3395 -1.0869
H 0.6745 -4.6650 -0.0159
H 3.1236 -3.1970 -0.5759
H 4.0003 -3.7789 1.4391
H 3.6562 -5.3142 0.6055
H 3.6763 -6.4623 2.7540
H 2.3094 -7.1341 4.7221
H 0.1927 -5.8743 5.1823
H -0.4093 -3.9853 3.6655
H 2.0776 -4.6425 -3.3416
Se -1.7404 -2.0591 1.9032
Se -2.1025 -1.5280 4.1636
Te -1.1936 0.8011 4.2887
Se 1.1726 0.1688 3.7028
C -2.5547 6.3060 -2.3043
C -1.4476 6.1839 -1.2486
C -0.1169 6.5247 -1.9207
C -1.6816 7.1908 -0.1132
C -1.4508 4.7839 -0.6501
C -2.5831 4.3585 0.0465
C -2.6487 3.1355 0.6927
C -1.5461 2.3162 0.5898
O -1.3248 1.0860 1.1063
B -0.0771 0.6835 0.6525
O 0.4928 1.6975 -0.1089
C -0.4211 2.7043 -0.1431
C -0.3481 3.9408 -0.7492
H -2.5598 7.3096 -2.7270
H -3.5335 6.1070 -1.8780
H -2.3837 5.5911 -3.1063
H -0.1465 7.5439 -2.3013
H 0.0724 5.8549 -2.7553
H 0.7035 6.4500 -1.2114
H -1.6564 8.2123 -0.4886
H -0.9073 7.0757 0.6423
H -2.6430 7.0241 0.3623
H -3.4503 5.0015 0.0995
H -3.5202 2.8327 1.2500
H 0.5461 4.2201 -1.2782
*
```

---

# 4
ORCA calculation (ωB97M-V/def2-TZVPD) on a structure of composition C23H23Br4KN7O3S at a distorted geometry.

The energy relative to the best compared isomer or geometry (same formula, charge and spin) is 164.1 kJ/mol. As for the LUMO energy: 0.0739 hartree. The calculation puts the HOMO-LUMO gap at 5.349 eV. The total energy is -348129.6312 eV. The calculation puts the molecular weight at 836.26 g mol⁻¹. The maximum force is 2.10 eV/Å. The calculation puts the HOMO energy at -3.34 eV.

Structure (ORCA input):
```
! RIJCOSX wB97M-V def2-TZVPD def2/J DEFGRID3
* xyz -1 1
K 0.1479 -0.2264 -0.4718
C 0.6461 3.9833 -3.0034
C 0.4945 3.0746 -1.8144
N 1.1065 1.9700 -1.6670
N 1.8712 1.5323 -2.7008
C 2.6205 0.3859 -2.5793
N 2.7895 -0.2567 -3.7590
S 3.3278 -0.1100 -1.1732
C -0.5528 3.3934 -0.8003
C -0.4386 4.4699 0.0699
C -1.4788 4.7152 0.9476
C -2.5932 3.8906 0.9162
C -2.6136 2.8425 0.0090
N -1.6177 2.5967 -0.8363
H 1.6849 4.0374 -3.3357
H 0.3048 4.9874 -2.7591
H 0.0324 3.6225 -3.8355
H 1.6631 1.8686 -3.6312
H 1.9701 -0.3089 -4.3494
H 3.2328 -1.1584 -3.6588
H 0.4667 5.0610 0.0906
H -1.4129 5.5280 1.6599
H -3.4259 4.0444 1.5900
H -3.4556 2.1616 -0.0431
O -2.2585 -0.8439 -1.4518
C -2.6938 -1.6934 -0.4227
C -2.7630 -1.0413 0.9381
C -3.7016 -1.5008 1.8620
C -3.7503 -0.9406 3.1232
C -2.8771 0.0956 3.4300
C -1.9947 0.5043 2.4449
N -1.9241 -0.0510 1.2367
H -1.4250 -1.2004 -1.8358
H -2.0293 -2.5580 -0.3184
H -3.7009 -2.0598 -0.6546
H -4.3811 -2.2964 1.5818
H -4.4676 -1.2958 3.8530
H -2.8839 0.5776 4.3985
H -1.3113 1.3327 2.6207
Br 2.8502 -6.0684 -3.5501
C 1.9861 -4.9311 -2.3013
C 1.9331 -5.2562 -0.9661
Br 2.7145 -6.8642 -0.3272
C 1.3039 -4.3709 -0.0772
Br 1.2099 -4.7633 1.7819
C 0.7418 -3.1339 -0.4480
O 0.1962 -2.3639 0.4239
C 0.7685 -2.7955 -1.8822
O 0.2496 -1.7009 -2.3383
C 1.3984 -3.7231 -2.7212
Br 1.3746 -3.2791 -4.5821
C 2.8605 -0.5482 2.1970
N 1.9917 0.3866 2.9182
C 1.0349 -0.2444 3.8173
C 1.6846 1.5364 2.3295
N 1.4524 2.5571 1.8330
H 3.5262 -1.0340 2.9119
H 3.4453 -0.0029 1.4643
H 2.2641 -1.3109 1.6846
H 1.5875 -0.7916 4.5817
H 0.3934 -0.9472 3.2767
H 0.4248 0.5158 4.3030
*
```

---

# 5
ORCA calculation (ωB97M-V/def2-TZVPD) on a structure of composition C23H23Cl2LiN7O2.

The energy relative to the best compared isomer or geometry (same formula, charge and spin) is 0.0 kJ/mol. As for the LUMO energy: 0.0864 hartree. The calculation puts the HOMO-LUMO gap at 6.195 eV. The total energy is -64005.3621 eV. The calculation puts the molecular weight at 507.33 g mol⁻¹. The maximum force is 0.25 eV/Å. The calculation puts the HOMO energy at -3.85 eV.

Structure (ORCA input):
```
! RIJCOSX wB97M-V def2-TZVPD def2/J DEFGRID3
* xyz -1 1
Li -0.3535 -0.8461 0.9157
Cl -1.0226 -2.6410 -5.6365
C -1.3993 -2.2718 -3.9716
C -0.3458 -2.0880 -3.0810
C -0.5936 -1.7898 -1.7451
N 0.3655 -1.6059 -0.7574
C 1.6605 -1.6906 -0.9661
O 2.3338 -1.8750 -1.9981
C 2.4550 -1.5320 0.3368
C 3.8384 -1.6886 0.2982
C 4.5695 -1.5546 1.4633
C 3.9015 -1.2641 2.6446
C 2.5236 -1.1245 2.5932
N 1.8102 -1.2538 1.4770
C -1.9486 -1.6699 -1.2974
C -2.9835 -1.8617 -2.2090
C -2.7058 -2.1600 -3.5397
Cl -4.0450 -2.3815 -4.6376
N -2.0882 -1.3257 0.0367
C -3.2384 -1.1664 0.6580
O -4.4153 -1.2942 0.2764
C -3.0249 -0.7480 2.1167
C -4.1381 -0.5368 2.9247
C -3.9556 -0.1527 4.2395
C -2.6627 0.0135 4.7155
C -1.6144 -0.2162 3.8404
N -1.7779 -0.5905 2.5755
H 0.6739 -2.1736 -3.4220
H 4.2862 -1.9121 -0.6601
H 5.6463 -1.6752 1.4555
H 4.4276 -1.1488 3.5826
H 1.9612 -0.8976 3.4932
H -4.0042 -1.7716 -1.8707
H -5.1130 -0.6849 2.4824
H -4.8069 0.0170 4.8881
H -2.4669 0.3161 5.7355
H -0.5884 -0.0907 4.1704
C 3.0760 2.0041 0.1059
N 2.0167 2.2841 -0.8403
C 2.3701 1.8591 -2.1961
C 0.7150 1.9635 -0.4168
N 0.4109 1.3419 0.6632
N -0.2730 2.3753 -1.2869
C -0.1774 3.6875 -1.8939
C -1.6290 1.9840 -0.9586
H 3.9954 2.4613 -0.2614
H 3.2675 0.9273 0.2369
H 2.8395 2.4399 1.0763
H 2.5971 0.7893 -2.2419
H 3.2458 2.4209 -2.5268
H 1.5488 2.0501 -2.8797
H 1.2611 1.0044 1.1027
H 0.8610 3.9596 -2.0586
H -0.6385 4.4548 -1.2560
H -0.7014 3.6850 -2.8518
H -2.0258 2.5571 -0.1109
H -1.6636 0.9330 -0.6993
H -2.2569 2.1552 -1.8337
*
```

---

# 6
ORCA calculation (ωB97M-V/def2-TZVPD) on a structure of composition C23H23ClN3O6S2Sc.

The energy relative to the best compared isomer or geometry (same formula, charge and spin) is 110.3 kJ/mol. As for the LUMO energy: -0.0257 hartree. The calculation puts the HOMO-LUMO gap at 7.853 eV. The total energy is -95878.3290 eV. The calculation puts the molecular weight at 582.00 g mol⁻¹. The maximum force is 0.63 eV/Å. The calculation puts the HOMO energy at -8.55 eV.

Structure (ORCA input):
```
! RIJCOSX wB97M-V def2-TZVPD def2/J DEFGRID3
* xyz 0 1
Sc 0.3642 -0.5568 0.9587
Cl 1.8016 3.0068 7.3941
C 1.2064 2.1682 5.9922
C -0.1595 1.8217 5.9219
C -0.6610 1.1596 4.8378
C 0.1708 0.8022 3.7459
O -0.3219 0.1782 2.7335
C 1.5454 1.1589 3.8351
C 2.4628 0.8180 2.8080
O 2.2151 0.2176 1.7467
C 2.0408 1.8423 4.9712
H -0.8092 2.0898 6.7451
H -1.7076 0.8929 4.7746
H 3.5060 1.1181 2.9756
H 3.0927 2.0983 5.0169
C 0.7345 -0.9579 -6.1152
C 1.1052 -1.6004 -4.8195
C 1.2174 -2.9449 -4.6121
C 1.5429 -3.3875 -3.3163
N 1.7521 -2.5585 -2.3068
C 1.6639 -1.2410 -2.5062
S 1.9340 -0.0483 -1.3386
N 1.3334 -0.7925 -3.7664
C 1.6613 -4.8473 -3.0218
H 0.6096 -1.7080 -6.8909
H 1.5075 -0.2537 -6.4265
H -0.2012 -0.4067 -6.0066
H 1.0483 -3.6449 -5.4158
H 1.2362 0.2111 -3.8563
H 1.5918 -5.4465 -3.9269
H 0.8672 -5.1460 -2.3348
H 2.6058 -5.0439 -2.5161
O -3.4822 3.3204 -2.5474
S -3.4132 3.0264 -1.1455
O -4.5704 3.2581 -0.3346
N -2.8580 1.4989 -0.9217
C -1.6791 1.5025 -0.3871
O -0.9940 0.4468 -0.1463
C -1.1143 2.8496 -0.0636
C 0.0976 3.1657 0.5216
C 0.3953 4.5064 0.7311
C -0.5040 5.5005 0.3544
C -1.7196 5.1793 -0.2393
C -1.9969 3.8430 -0.4330
H 0.7983 2.3907 0.8057
H 1.3345 4.7865 1.1905
H -0.2507 6.5388 0.5262
H -2.4219 5.9467 -0.5364
C -1.9930 -3.1123 1.7352
C -0.7679 -3.4399 0.8929
C -1.1340 -3.5597 -0.5810
O 0.2252 -2.4475 1.0669
H -2.7452 -3.8994 1.6587
H -2.4377 -2.1763 1.3860
H -1.7097 -2.9960 2.7813
H -0.3503 -4.3930 1.2361
H -1.5757 -2.6195 -0.9233
H -1.8563 -4.3614 -0.7432
H -0.2335 -3.7541 -1.1650
*
```